This record from OMol25 describes a molecular structure, C29H32BN12O3W. The level of theory is ωB97M-V/def2-TZVPD.

```
78
Properties=species:S:1:pos:R:3
W 0.409 -0.528 0.515
C 2.525 -2.285 3.907
C 0.967 -2.215 3.580
N 0.613 -0.950 3.106
N 2.826 -0.205 2.838
C 3.188 -0.972 3.798
B 2.911 1.231 2.172
N 3.149 0.875 0.690
C 4.231 1.198 -0.011
C 4.141 0.651 -1.287
C 2.934 0.002 -1.307
N 2.308 0.130 -0.105
N 1.504 1.784 2.390
C 1.144 2.742 3.258
C -0.235 2.789 3.326
C -0.663 1.805 2.452
N 0.384 1.204 1.877
H 2.763 -2.796 4.835
H 0.285 -2.550 4.358
H 3.970 -0.611 4.460
H 3.776 1.913 2.607
H 5.011 1.796 0.435
H 4.860 0.719 -2.085
H 2.481 -0.554 -2.104
H 1.894 3.327 3.766
H -0.842 3.438 3.933
H -1.668 1.497 2.219
C -2.201 1.155 -2.259
O -1.140 0.858 -3.178
C -1.047 -0.507 -3.361
C -1.677 -1.158 -4.408
C -1.853 -2.547 -4.397
C -1.571 -3.242 -3.243
C -0.950 -2.561 -2.176
C -1.095 -2.915 -0.834
N -1.118 -1.981 0.110
N -0.709 -2.543 1.339
C 0.585 -2.653 1.199
O 1.767 -0.798 2.164
C 1.222 -3.294 2.381
C 2.746 -3.197 2.623
C 3.474 -4.476 2.891
C 2.819 -5.612 3.103
C 1.354 -5.669 3.069
C 0.611 -4.624 2.712
C -0.475 -1.242 -2.330
O 0.433 -0.736 -1.490
H -3.170 1.006 -2.737
H -1.795 3.038 -2.954
H -2.734 -0.334 -0.850
H -2.064 -0.567 -5.230
H -2.319 -3.037 -5.239
H -1.882 -4.271 -3.114
H -1.309 -3.935 -0.520
H 3.255 -2.642 1.834
H 4.557 -4.441 2.896
H 3.363 -6.528 3.293
H 0.870 -6.598 3.340
H -0.470 -4.680 2.694
C -4.288 3.610 -3.660
C -3.734 4.338 -2.435
C -2.726 5.423 -2.817
C -3.149 3.361 -1.420
N -1.962 2.616 -2.033
C -0.718 2.688 -1.255
N -0.412 1.779 -0.437
N -1.122 0.689 -0.151
N -2.230 0.528 -0.991
H -4.768 4.321 -4.330
H -5.035 2.864 -3.382
H -3.500 3.122 -4.249
H -4.566 4.816 -1.911
H -1.875 5.031 -3.389
H -2.344 5.945 -1.938
H -3.201 6.161 -3.461
H -3.871 2.604 -1.115
H -2.781 3.872 -0.532
H -0.064 3.527 -1.444
```

- Frontier orbital gap: 5.0 eV
- ΔE to the lowest compared entry with this formula, charge and spin: 1123.0 kJ/mol
- LUMO energy: -0.3886 hartree
- Molar mass: 791.3 g mol⁻¹
- Highest occupied orbital energy: -15.55 eV
- Charge: +3

***

This record from OMol25 describes a molecular structure, C24H36N6S2Sm. The level of theory is ωB97M-V/def2-TZVPD.

```
69
Properties=species:S:1:pos:R:3
Sm 2.395 0.145 1.766
N 0.699 0.364 3.695
C 0.673 -0.809 4.617
C 1.216 -2.021 3.898
N 2.583 -1.785 3.354
C 2.982 -2.985 2.556
C 4.221 -2.742 1.721
N 3.984 -1.626 0.762
C 3.572 -1.539 4.450
C 3.929 -0.078 4.683
N 4.331 0.591 3.408
H 0.768 1.224 4.236
H -0.203 0.451 3.224
H -0.341 -1.012 4.964
H 1.256 -0.571 5.505
H 0.567 -2.270 3.050
H 1.215 -2.892 4.561
H 2.140 -3.236 1.903
H 3.131 -3.846 3.215
H 4.493 -3.661 1.199
H 5.079 -2.475 2.337
H 3.498 -1.991 -0.057
H 4.880 -1.314 0.388
H 4.484 -2.083 4.210
H 3.203 -1.974 5.383
H 4.741 -0.039 5.411
H 3.100 0.490 5.104
H 5.230 0.215 3.106
H 4.535 1.570 3.609
S 0.553 2.117 0.877
C -0.177 1.657 -0.598
N -1.192 2.288 -1.099
C -1.703 1.943 -2.445
C -0.537 1.595 -3.323
N 0.226 0.503 -2.683
C 0.713 -0.547 -3.632
C -0.463 -1.255 -4.246
C -1.347 -1.973 -3.445
C -2.436 -2.609 -4.017
C -2.642 -2.536 -5.390
C -1.760 -1.828 -6.191
C -0.672 -1.183 -5.618
C 0.385 0.480 -1.399
S 1.195 -0.800 -0.589
C -1.932 3.392 -0.408
C -3.410 3.129 -0.479
C -3.945 1.991 0.123
C -5.302 1.734 0.041
C -6.133 2.620 -0.638
C -5.608 3.759 -1.227
C -4.244 4.011 -1.153
H -2.235 2.814 -2.821
H -2.418 1.123 -2.356
H 0.140 2.437 -3.486
H -0.885 1.219 -4.282
H 1.381 -1.200 -3.079
H 1.288 -0.010 -4.387
H -1.178 -2.054 -2.376
H -3.120 -3.176 -3.400
H -3.489 -3.040 -5.835
H -1.914 -1.780 -7.260
H 0.023 -0.637 -6.246
H -1.664 4.309 -0.936
H -1.546 3.453 0.605
H -3.298 1.312 0.671
H -5.721 0.856 0.512
H -7.195 2.423 -0.697
H -6.257 4.453 -1.742
H -3.836 4.907 -1.606
```

- Frontier orbital gap (spin up / spin down): 5.7 / 6.6 eV
- 2S+1: 6
- LUMO energy (spin up / spin down): -0.3727 / -0.3393 hartree
- Molar mass: 623.1 g mol⁻¹
- Highest occupied orbital energy (spin up / spin down): -15.87 / -15.87 eV
- Charge: +3

***

This record from OMol25 describes a molecular structure, C36H28MoN6O9S. The level of theory is ωB97M-V/def2-TZVPD.

```
81
Properties=species:S:1:pos:R:3
Mo 0.861 1.151 -1.698
O 3.907 -0.471 0.494
C 3.505 -1.607 -0.238
C 2.756 -1.185 -1.541
O 2.311 -2.044 -2.277
O 2.667 0.097 -1.685
C 2.485 -2.414 0.577
C 1.693 -1.745 1.503
C 0.712 -2.422 2.214
C 0.518 -3.780 2.014
C 1.308 -4.454 1.092
C 2.282 -3.775 0.375
C 4.755 -2.442 -0.519
C 5.747 -2.461 0.460
C 6.895 -3.218 0.296
C 7.077 -3.972 -0.857
C 6.097 -3.957 -1.836
C 4.942 -3.200 -1.670
H 3.485 0.297 0.071
H 1.847 -0.686 1.657
H 0.089 -1.875 2.912
H -0.259 -4.307 2.556
H 1.156 -5.513 0.918
H 2.880 -4.305 -0.355
H 5.609 -1.860 1.349
H 7.654 -3.217 1.070
H 7.976 -4.563 -0.989
H 6.227 -4.535 -2.743
H 4.177 -3.195 -2.434
O -1.904 2.756 -6.678
C -2.530 3.294 -5.635
O -3.533 3.962 -5.787
C -1.940 3.055 -4.304
C -2.419 3.560 -3.092
N -1.653 3.169 -2.072
N -0.669 2.407 -2.587
C -0.815 2.327 -3.913
C 0.218 1.542 -4.635
O 0.185 1.451 -5.872
O 1.101 1.030 -3.874
H -1.088 2.234 -6.397
H -3.271 4.201 -2.928
H -1.859 4.395 -0.847
N -5.935 0.811 3.019
C -4.987 1.767 2.610
C -4.334 1.626 1.385
C -3.418 2.572 0.963
C -3.161 3.684 1.756
C -3.809 3.839 2.969
C -4.723 2.885 3.397
S -1.886 4.860 1.285
O -2.325 5.057 -0.248
O -2.261 6.098 1.991
N 1.150 2.169 -0.209
C 0.883 1.997 1.100
N 1.952 1.850 1.926
C 1.698 1.567 3.191
C 0.416 1.451 3.709
C -0.608 1.699 2.806
N -0.401 1.977 1.533
H -5.797 -0.091 2.588
H -6.004 0.719 4.021
H -4.535 0.758 0.766
H -2.890 2.442 0.025
H -3.599 4.717 3.566
H -5.239 3.008 4.344
H 2.568 1.425 3.829
H 0.229 1.211 4.746
H -1.650 1.682 3.124
C -0.162 -0.114 -1.145
C -1.046 -1.146 -0.659
C -0.940 -2.454 -1.142
C -1.790 -3.441 -0.670
C -2.756 -3.145 0.284
C -2.862 -1.847 0.772
C -2.012 -0.855 0.312
H -0.172 -2.675 -1.874
H -1.693 -4.454 -1.044
H -3.417 -3.922 0.651
H -3.602 -1.610 1.529
H -2.063 0.155 0.697
```

- Frontier orbital gap: 7.0 eV
- ΔE to the lowest compared entry with this formula, charge and spin: 3.5 kJ/mol
- LUMO energy: 0.1486 hartree
- Molar mass: 816.7 g mol⁻¹
- Highest occupied orbital energy: -2.95 eV
- Charge: -2

***

This record from OMol25 describes a molecular structure, C46H66ClGeIMgN5O2P3. The level of theory is ωB97M-V/def2-TZVPD.

```
126
Properties=species:S:1:pos:R:3
Mg 0.740 -2.447 -0.051
C -2.409 2.313 3.818
C -3.430 1.343 3.207
C -4.753 2.080 2.955
P -2.682 0.387 1.796
C -3.128 1.222 0.180
N -2.077 2.078 -0.396
Ge -0.365 1.255 -0.684
N 0.865 2.082 0.574
C 0.977 1.561 1.926
P 1.372 -0.249 2.225
C 3.209 -0.093 2.519
C 3.860 -1.166 3.397
C 3.912 -0.054 1.151
C 0.595 -0.300 3.912
C 1.226 0.657 4.922
C 0.456 -1.709 4.489
C 1.790 2.973 0.052
C 3.085 3.240 0.520
C 3.904 4.119 -0.172
C 3.468 4.738 -1.339
C 2.174 4.514 -1.795
C 1.349 3.668 -1.083
N -0.049 3.445 -1.353
C -0.936 4.170 -0.463
C -0.732 5.477 -0.065
C -1.695 6.127 0.694
C -2.862 5.446 1.011
C -3.039 4.115 0.649
C -2.044 3.427 -0.053
C -0.448 3.485 -2.734
C -0.903 4.614 -3.387
C -1.225 4.547 -4.735
C -1.086 3.336 -5.394
C -0.671 2.193 -4.720
C -0.352 2.245 -3.354
N 0.028 1.148 -2.577
C -0.129 -0.106 -3.298
P 0.258 -1.726 -2.509
C -0.952 -2.835 -3.360
C -2.226 -2.913 -2.507
C -1.320 -2.462 -4.798
C 1.952 -2.120 -3.150
C 2.931 -1.126 -2.497
C 2.140 -2.149 -4.663
C -3.738 -1.151 1.761
C -3.515 -1.914 0.449
C -5.235 -1.021 2.042
H -2.865 2.871 4.643
H -2.065 3.043 3.078
H -1.537 1.792 4.218
H -3.603 0.546 3.937
H -4.557 3.106 2.642
H -5.329 2.137 3.883
H -5.387 1.611 2.205
H -4.073 1.758 0.243
H -3.283 0.389 -0.503
H 0.013 1.714 2.416
H 1.716 2.131 2.479
H 3.337 0.864 3.030
H 3.647 -2.172 3.048
H 3.549 -1.097 4.440
H 4.946 -1.039 3.371
H 3.931 -1.058 0.717
H 4.950 0.273 1.263
H 3.431 0.610 0.434
H -0.417 0.047 3.699
H 2.223 0.332 5.223
H 0.607 0.687 5.824
H 1.298 1.682 4.549
H 1.425 -2.187 4.653
H -0.147 -2.348 3.837
H -0.055 -1.661 5.456
H 3.458 2.759 1.414
H 4.905 4.311 0.198
H 4.121 5.416 -1.876
H 1.800 5.018 -2.679
H 0.174 5.992 -0.366
H -1.550 7.155 1.002
H -3.649 5.952 1.559
H -3.964 3.617 0.897
H -1.000 5.545 -2.843
H -1.569 5.429 -5.260
H -1.312 3.270 -6.452
H -0.583 1.268 -5.273
H 0.509 -0.090 -4.182
H -1.156 -0.187 -3.667
H -0.461 -3.807 -3.355
H -2.677 -1.921 -2.393
H -2.036 -3.306 -1.509
H -2.969 -3.553 -2.990
H -1.997 -1.607 -4.831
H -1.850 -3.305 -5.250
H -0.459 -2.239 -5.426
H 2.144 -3.123 -2.768
H 2.774 -0.111 -2.872
H 3.966 -1.408 -2.707
H 2.824 -1.072 -1.404
H 1.871 -1.205 -5.139
H 1.568 -2.953 -5.128
H 3.195 -2.333 -4.886
H -3.298 -1.748 2.567
H -4.200 -1.559 -0.326
H -3.695 -2.982 0.584
H -2.497 -1.803 0.073
H -5.740 -0.454 1.254
H -5.450 -0.548 3.001
H -5.683 -2.019 2.062
Cl 0.460 -7.342 -0.906
C -0.741 -6.072 -0.551
C -0.132 -4.690 -0.451
O 0.663 -4.262 -1.328
O -0.481 -3.947 0.543
H -1.245 -6.320 0.374
H -1.454 -6.080 -1.373
I 5.621 -5.835 -1.221
C 4.192 -5.186 0.132
C 3.931 -5.885 1.297
C 2.961 -5.399 2.157
C 2.287 -4.243 1.821
N 2.523 -3.559 0.685
C 3.467 -4.045 -0.142
H 4.466 -6.799 1.524
H 2.726 -5.913 3.081
H 1.542 -3.833 2.481
H 3.653 -3.484 -1.050
```

- Frontier orbital gap (spin up / spin down): 6.8 / 6.1 eV
- 2S+1: 2
- LUMO energy (spin up / spin down): -0.0866 / -0.1287 hartree
- Molar mass: 1073.3 g mol⁻¹
- Highest occupied orbital energy (spin up / spin down): -9.20 / -9.60 eV
- Charge: +1